[1]
Here is 17 unconnected molecules or ions with the total composition C68H136O17 in a non-equilibrium geometry from the Open Molecules 2025 dataset. Energies are from the ωB97M-V functional and the def2-TZVPD basis.

CARTESIAN COORDINATES (ANGSTROEM)
C (-6.508, -3.530, -1.282)
C (-6.034, -4.728, -2.014)
C (-4.755, -5.113, -1.261)
O (-4.908, -4.449, -0.018)
C (-6.116, -3.754, 0.149)
H (-7.595, -3.507, -1.355)
H (-6.096, -2.643, -1.764)
H (-5.846, -4.522, -3.068)
H (-6.684, -5.586, -1.843)
H (-3.899, -4.764, -1.838)
H (-4.670, -6.174, -1.028)
H (-6.000, -2.799, 0.662)
H (-6.953, -4.276, 0.612)
C (-1.156, -5.993, 3.503)
C (-1.789, -5.278, 4.627)
C (-1.548, -6.294, 5.757)
O (-0.306, -6.803, 5.433)
C (0.128, -6.509, 4.092)
H (-1.097, -5.429, 2.572)
H (-1.914, -6.743, 3.275)
H (-2.833, -5.082, 4.382)
H (-1.394, -4.272, 4.768)
H (-2.364, -7.015, 5.714)
H (-1.530, -5.871, 6.762)
H (0.408, -7.418, 3.560)
H (0.837, -5.682, 4.050)
C (-0.369, -8.839, -0.564)
C (-0.962, -7.893, 0.353)
C (-1.494, -6.781, -0.596)
O (-1.780, -7.516, -1.779)
C (-1.353, -8.916, -1.625)
H (-0.227, -9.800, -0.069)
H (0.536, -8.394, -0.978)
H (-0.275, -7.534, 1.119)
H (-1.805, -8.292, 0.917)
H (-0.683, -6.053, -0.567)
H (-2.460, -6.371, -0.301)
H (-0.823, -9.264, -2.511)
H (-2.156, -9.593, -1.334)
C (-1.412, -1.976, -7.862)
C (-2.080, -2.616, -6.634)
C (-1.316, -2.103, -5.483)
O (-1.031, -0.765, -5.916)
C (-0.970, -0.602, -7.308)
H (-2.098, -1.887, -8.705)
H (-0.605, -2.620, -8.210)
H (-2.081, -3.699, -6.758)
H (-3.125, -2.306, -6.596)
H (-0.338, -2.582, -5.430)
H (-1.862, -2.279, -4.556)
H (0.016, -0.330, -7.685)
H (-1.614, 0.214, -7.637)
C (5.493, 6.554, -3.231)
C (5.694, 5.485, -2.164)
C (4.255, 5.285, -1.692)
O (3.604, 6.520, -1.885)
C (4.302, 7.380, -2.762)
H (5.067, 6.142, -4.146)
H (6.302, 7.213, -3.546)
H (6.256, 5.940, -1.348)
H (6.299, 4.656, -2.533)
H (4.192, 5.157, -0.611)
H (3.837, 4.449, -2.253)
H (4.526, 8.178, -2.055)
H (3.736, 7.686, -3.642)
C (3.308, -4.411, -2.842)
C (1.792, -4.294, -2.363)
C (1.051, -4.283, -3.697)
O (1.894, -3.684, -4.653)
C (3.208, -4.158, -4.362)
H (3.607, -5.424, -2.574)
H (4.019, -3.701, -2.419)
H (1.800, -3.322, -1.870)
H (1.565, -5.186, -1.779)
H (0.121, -3.729, -3.575)
H (0.737, -5.274, -4.026)
H (3.911, -3.380, -4.661)
H (3.269, -5.046, -4.991)
C (-0.111, 1.089, 0.548)
C (-1.015, 0.443, -0.516)
C (-0.233, -0.778, -0.896)
O (0.253, -1.259, 0.395)
C (0.746, -0.100, 1.094)
H (-0.625, 1.561, 1.385)
H (0.556, 1.868, 0.179)
H (-1.416, 1.004, -1.360)
H (-1.957, 0.166, -0.043)
H (0.613, -0.471, -1.511)
H (-0.750, -1.514, -1.511)
H (1.801, 0.060, 0.873)
H (0.576, -0.281, 2.155)
C (-0.812, 4.778, -3.439)
C (0.588, 4.132, -3.511)
C (0.284, 2.676, -3.653)
O (-1.061, 2.496, -3.221)
C (-1.652, 3.694, -2.642)
H (-1.246, 4.951, -4.424)
H (-0.831, 5.674, -2.819)
H (1.184, 4.374, -2.631)
H (1.165, 4.581, -4.320)
H (0.792, 2.281, -2.774)
H (0.595, 2.224, -4.595)
H (-1.395, 3.799, -1.588)
H (-2.734, 3.718, -2.778)
C (1.652, 6.482, 2.454)
C (1.609, 5.015, 2.175)
C (0.149, 4.666, 2.121)
O (-0.538, 5.921, 2.260)
C (0.289, 6.694, 3.073)
H (1.718, 6.993, 1.493)
H (2.486, 6.698, 3.122)
H (2.072, 4.385, 2.934)
H (2.086, 4.726, 1.238)
H (-0.231, 4.102, 2.973)
H (-0.145, 4.200, 1.180)
H (0.184, 6.303, 4.085)
H (-0.063, 7.716, 3.207)
C (3.469, -2.971, 4.417)
C (4.085, -4.036, 5.366)
C (4.817, -5.017, 4.565)
O (5.009, -4.329, 3.351)
C (3.917, -3.496, 3.091)
H (3.801, -1.949, 4.600)
H (2.379, -2.956, 4.410)
H (3.344, -4.548, 5.980)
H (4.862, -3.606, 5.997)
H (4.132, -5.858, 4.456)
H (5.737, -5.364, 5.036)
H (3.101, -4.098, 2.692)
H (4.065, -2.790, 2.273)
C (-3.479, -0.010, -3.626)
C (-4.383, 0.678, -2.553)
C (-5.155, 1.731, -3.320)
O (-5.360, 1.286, -4.658)
C (-4.134, 0.509, -4.953)
H (-3.494, -1.100, -3.589)
H (-2.422, 0.227, -3.506)
H (-3.723, 1.097, -1.793)
H (-5.033, -0.077, -2.110)
H (-4.588, 2.661, -3.287)
H (-6.098, 1.995, -2.842)
H (-3.395, 1.185, -5.382)
H (-4.310, -0.235, -5.730)
C (-2.468, -1.287, 2.907)
C (-3.022, -1.572, 4.327)
C (-4.485, -1.773, 4.010)
O (-4.602, -2.193, 2.648)
C (-3.450, -2.094, 1.948)
H (-1.423, -1.543, 2.732)
H (-2.565, -0.229, 2.660)
H (-2.829, -0.798, 5.070)
H (-2.504, -2.422, 4.769)
H (-4.828, -0.757, 4.204)
H (-5.031, -2.504, 4.606)
H (-3.688, -1.588, 1.012)
H (-2.985, -3.064, 1.776)
C (4.063, 0.061, -1.145)
C (4.836, 0.169, -2.500)
C (5.397, 1.633, -2.385)
O (4.691, 2.241, -1.374)
C (3.600, 1.434, -0.868)
H (4.741, -0.192, -0.330)
H (3.288, -0.704, -1.185)
H (4.189, 0.219, -3.377)
H (5.548, -0.650, -2.596)
H (5.369, 2.195, -3.319)
H (6.404, 1.561, -1.975)
H (2.777, 1.809, -1.476)
H (3.376, 1.569, 0.190)
C (0.739, 0.141, 5.982)
C (1.693, 1.237, 6.152)
C (1.573, 2.105, 4.844)
O (0.644, 1.428, 4.016)
C (-0.199, 0.672, 4.868)
H (0.187, -0.207, 6.855)
H (1.249, -0.739, 5.590)
H (2.693, 0.915, 6.440)
H (1.228, 1.873, 6.905)
H (2.569, 2.055, 4.403)
H (1.214, 3.110, 5.067)
H (-0.760, -0.085, 4.320)
H (-0.982, 1.282, 5.320)
C (-3.530, 4.070, 1.350)
C (-3.586, 2.549, 1.586)
C (-5.079, 2.270, 1.405)
O (-5.612, 3.411, 0.705)
C (-4.635, 4.453, 0.404)
H (-2.555, 4.224, 0.889)
H (-3.530, 4.767, 2.188)
H (-3.186, 2.246, 2.554)
H (-3.176, 2.135, 0.665)
H (-5.565, 2.280, 2.381)
H (-5.155, 1.246, 1.041)
H (-5.144, 5.325, 0.815)
H (-4.463, 4.304, -0.662)
C (-2.792, 7.703, 0.468)
C (-3.870, 8.178, -0.511)
C (-3.482, 7.565, -1.885)
O (-2.114, 7.386, -1.820)
C (-1.672, 7.174, -0.472)
H (-3.207, 7.006, 1.196)
H (-2.339, 8.514, 1.039)
H (-3.903, 9.267, -0.492)
H (-4.921, 8.023, -0.265)
H (-3.766, 8.346, -2.590)
H (-3.953, 6.616, -2.140)
H (-0.728, 7.700, -0.334)
H (-1.567, 6.135, -0.159)
C (7.962, 1.350, 2.141)
C (8.045, 0.003, 2.738)
C (6.491, -0.154, 3.095)
O (5.833, 0.757, 2.238)
C (6.728, 1.221, 1.299)
H (8.807, 1.576, 1.491)
H (7.802, 2.092, 2.923)
H (8.694, 0.190, 3.594)
H (8.458, -0.689, 2.004)
H (6.304, 0.100, 4.139)
H (6.224, -1.189, 2.881)
H (6.511, 2.230, 0.949)
H (6.836, 0.593, 0.415)

Summary:
E_LUMO: 0.464 eV
Energy above the lowest of the compared OMol25 structures with the same formula, charge and spin: 98.7 kcal/mol
Frontier orbital gap: 9.69 eV
Multiplicity: 1

Mulliken atomic charge list, values in e, 99 entries: -0.135, -0.709, -0.188, -0.269, -0.129, 0.418, -0.213, 0.375, 0.241, 0.180, 0.219, 0.099, 0.169, -0.534, -0.121, -0.568, -0.472, -0.103, 0.539, 0.014, 0.338, -0.097, 0.290, 0.313, 0.350, 0.034, -0.509, -0.344, 0.300, -0.484, -0.572, 0.359, 0.255, 0.009, 0.282, 0.001, 0.031, 0.341, 0.303, -0.732, -0.740, 0.588, -0.440, -0.509, 0.359, 0.330, 0.394, 0.199, -0.133, 0.196, 0.259, 0.319, -0.769, -0.532, 0.411, -0.393, -0.502, 0.275, 0.393, 0.274, 0.316, 0.076, -0.091, 0.297, 0.242, -0.685, 0.566, -0.031, -0.366, -0.509, 0.303, 0.215, -0.482, 0.223, 0.012, 0.203, 0.279, 0.290, 0.647, 1.696, -1.036, -0.274, 0.254, -0.053, 0.037, -0.901, -0.615, 0.083, 0.654, -0.292, -0.337, -0.572, -0.597, 0.111, -0.108, 0.513, 0.365, 0.221, -0.113

=====

[2]
Here is a molecular structure, C68H136O38S6 in a non-equilibrium geometry from the Open Molecules 2025 dataset. Energies are from the ωB97M-V functional and the def2-TZVPD basis.

CARTESIAN COORDINATES (ANGSTROEM)
C (4.372, -3.519, 1.367)
C (4.385, -4.974, 1.785)
O (5.344, -5.085, 2.858)
S (5.832, -3.629, 3.274)
O (7.141, -3.651, 3.686)
O (4.937, -3.022, 4.197)
O (5.605, -2.986, 1.882)
H (3.548, -3.033, 1.878)
H (4.374, -3.415, 0.308)
H (4.873, -5.650, 1.101)
H (3.394, -5.319, 2.080)
C (-3.671, -2.805, -3.094)
C (-2.193, -2.755, -2.692)
O (-2.278, -3.446, -1.404)
S (-3.149, -4.705, -1.551)
O (-3.868, -5.027, -0.399)
O (-2.383, -5.769, -2.055)
O (-4.084, -4.131, -2.646)
H (-3.858, -2.666, -4.170)
H (-4.161, -2.020, -2.536)
H (-1.778, -1.779, -2.433)
H (-1.519, -3.283, -3.350)
C (-1.016, -2.818, 3.552)
C (-1.770, -3.258, 2.322)
O (-1.159, -4.473, 1.976)
S (0.403, -4.367, 2.198)
O (1.122, -4.030, 1.054)
O (0.821, -5.598, 2.772)
O (0.357, -3.181, 3.168)
H (-1.266, -3.531, 4.348)
H (-1.165, -1.765, 3.876)
H (-1.758, -2.622, 1.429)
H (-2.835, -3.377, 2.517)
C (-1.730, -7.080, -5.899)
C (-2.600, -5.871, -5.325)
O (-1.489, -4.899, -5.134)
S (-0.534, -4.891, -6.375)
O (0.746, -4.709, -5.884)
O (-0.863, -4.020, -7.395)
O (-0.794, -6.372, -6.801)
H (-2.235, -7.800, -6.534)
H (-1.258, -7.509, -5.023)
H (-3.050, -5.978, -4.343)
H (-3.325, -5.496, -6.056)
C (0.299, -1.478, -0.606)
C (1.806, -1.412, -0.205)
O (1.847, -0.708, 1.104)
S (0.461, 0.029, 1.235)
O (0.388, 1.205, 0.517)
O (0.180, 0.216, 2.581)
O (-0.378, -1.061, 0.576)
H (-0.046, -2.478, -0.773)
H (0.160, -0.719, -1.389)
H (2.373, -0.797, -0.887)
H (2.288, -2.324, -0.033)
C (-1.906, 4.928, -4.731)
C (-2.341, 3.512, -5.132)
O (-1.703, 3.284, -6.345)
S (-1.101, 4.581, -6.961)
O (-1.406, 4.698, -8.312)
O (0.261, 4.605, -6.666)
O (-1.935, 5.536, -6.088)
H (-0.899, 4.933, -4.304)
H (-2.593, 5.523, -4.081)
H (-3.414, 3.620, -5.208)
H (-2.154, 2.749, -4.385)
C (-3.291, 3.837, -0.089)
C (-2.564, 2.571, 0.062)
C (-2.218, 2.146, -1.379)
O (-2.985, 2.971, -2.231)
C (-3.940, 3.669, -1.433)
H (-2.586, 4.677, -0.167)
H (-4.058, 4.043, 0.663)
H (-3.225, 1.829, 0.520)
H (-1.729, 2.710, 0.727)
H (-2.390, 1.110, -1.604)
H (-1.188, 2.358, -1.657)
H (-4.862, 3.037, -1.336)
H (-4.228, 4.562, -1.957)
C (2.070, -3.439, 6.035)
C (1.217, -2.272, 6.645)
C (1.770, -2.157, 8.110)
O (2.186, -3.416, 8.391)
C (2.928, -3.885, 7.271)
H (2.773, -3.096, 5.305)
H (1.496, -4.273, 5.577)
H (0.195, -2.587, 6.686)
H (1.382, -1.368, 6.072)
H (1.014, -2.022, 8.898)
H (2.605, -1.458, 8.132)
H (2.990, -4.971, 7.311)
H (3.945, -3.472, 7.326)
C (-1.749, 8.501, -1.030)
C (-0.899, 7.265, -0.656)
C (-1.260, 6.367, -1.892)
O (-2.678, 6.538, -2.078)
C (-2.954, 7.925, -1.871)
H (-1.159, 9.252, -1.547)
H (-2.012, 8.930, -0.050)
H (-1.217, 6.843, 0.302)
H (0.193, 7.409, -0.657)
H (-1.135, 5.286, -1.747)
H (-0.626, 6.803, -2.656)
H (-3.986, 7.989, -1.505)
H (-3.000, 8.347, -2.852)
C (2.107, -6.149, -1.512)
C (3.192, -5.287, -2.214)
C (2.504, -4.089, -2.831)
O (1.337, -3.954, -2.086)
C (0.848, -5.286, -1.766)
H (2.350, -6.193, -0.452)
H (1.891, -7.161, -1.874)
H (3.688, -5.889, -3.007)
H (3.912, -4.977, -1.469)
H (2.227, -4.204, -3.874)
H (3.116, -3.227, -2.587)
H (0.419, -5.623, -2.712)
H (0.130, -5.244, -0.970)
C (-3.493, -1.132, 7.257)
C (-4.852, -0.647, 6.636)
C (-4.693, -1.097, 5.175)
O (-3.565, -1.971, 5.091)
C (-2.638, -1.495, 6.026)
H (-3.623, -2.005, 7.897)
H (-2.959, -0.398, 7.863)
H (-5.108, 0.390, 6.756)
H (-5.637, -1.273, 7.097)
H (-4.484, -0.280, 4.485)
H (-5.529, -1.653, 4.767)
H (-2.099, -0.636, 5.564)
H (-2.009, -2.337, 6.310)
C (2.115, 1.895, -3.025)
C (2.731, 3.161, -2.404)
C (1.735, 4.236, -2.899)
O (0.471, 3.595, -3.010)
C (0.815, 2.417, -3.698)
H (1.871, 1.196, -2.241)
H (2.762, 1.483, -3.819)
H (3.697, 3.378, -2.848)
H (2.814, 3.011, -1.345)
H (1.889, 4.667, -3.911)
H (1.485, 5.025, -2.201)
H (1.121, 2.614, -4.729)
H (-0.098, 1.815, -3.631)
C (-0.158, -0.636, -6.457)
C (1.186, -0.878, -5.773)
C (0.769, -1.482, -4.391)
O (-0.390, -0.669, -4.096)
C (-1.159, -0.525, -5.343)
H (-0.395, -1.535, -7.052)
H (-0.093, 0.217, -7.173)
H (1.786, 0.033, -5.589)
H (1.799, -1.516, -6.389)
H (1.470, -1.270, -3.575)
H (0.543, -2.549, -4.514)
H (-1.616, 0.451, -5.278)
H (-2.000, -1.198, -5.375)
C (-1.341, 3.576, 5.279)
C (-1.676, 3.759, 3.783)
C (-2.558, 2.533, 3.474)
O (-3.124, 2.090, 4.729)
C (-2.120, 2.306, 5.665)
H (-1.675, 4.476, 5.854)
H (-0.277, 3.484, 5.329)
H (-0.843, 3.820, 3.053)
H (-2.215, 4.678, 3.651)
H (-1.892, 1.717, 3.142)
H (-3.328, 2.676, 2.740)
H (-1.459, 1.385, 5.776)
H (-2.716, 2.472, 6.575)
C (1.800, 3.536, 1.762)
C (2.719, 4.551, 2.428)
C (2.872, 5.743, 1.413)
O (2.137, 5.337, 0.301)
C (1.123, 4.410, 0.790)
H (1.173, 2.893, 2.392)
H (2.483, 2.875, 1.222)
H (3.671, 4.130, 2.751)
H (2.284, 4.945, 3.332)
H (3.889, 5.851, 1.234)
H (2.600, 6.672, 1.866)
H (0.777, 3.932, -0.097)
H (0.328, 5.060, 1.210)
C (-5.752, 0.586, -3.668)
C (-6.526, 1.325, -4.809)
C (-5.607, 1.014, -6.040)
O (-4.483, 0.204, -5.506)
C (-4.336, 0.598, -4.168)
H (-6.146, -0.422, -3.470)
H (-5.812, 1.163, -2.748)
H (-6.447, 2.398, -4.595)
H (-7.571, 1.002, -4.923)
H (-5.171, 1.942, -6.449)
H (-6.121, 0.445, -6.821)
H (-3.982, 1.648, -4.166)
H (-3.613, -0.010, -3.642)
C (2.123, 1.294, 4.979)
C (2.954, 0.118, 4.569)
C (3.949, 0.049, 5.736)
O (3.258, 0.442, 6.892)
C (2.211, 1.323, 6.558)
H (1.070, 1.266, 4.705)
H (2.520, 2.227, 4.629)
H (3.447, 0.387, 3.647)
H (2.289, -0.727, 4.415)
H (4.717, 0.818, 5.693)
H (4.343, -0.885, 5.949)
H (2.337, 2.362, 6.966)
H (1.242, 0.909, 6.921)
C (5.058, -0.643, -3.366)
C (5.711, -1.954, -3.855)
C (5.976, -2.818, -2.587)
O (5.045, -2.286, -1.623)
C (5.077, -0.878, -1.885)
H (4.040, -0.522, -3.797)
H (5.617, 0.282, -3.594)
H (6.591, -1.872, -4.496)
H (5.003, -2.470, -4.510)
H (6.931, -2.641, -2.058)
H (5.785, -3.908, -2.544)
H (6.035, -0.558, -1.398)
H (4.258, -0.475, -1.322)
C (-5.914, -0.343, 1.125)
C (-4.413, -0.469, 1.571)
C (-3.790, -1.020, 0.283)
O (-4.554, -0.550, -0.832)
C (-5.786, -0.074, -0.361)
H (-6.452, 0.463, 1.596)
H (-6.413, -1.306, 1.391)
H (-4.277, -1.219, 2.372)
H (-3.970, 0.489, 1.935)
H (-3.772, -2.125, 0.305)
H (-2.744, -0.778, 0.114)
H (-6.598, -0.413, -1.032)
H (-5.751, 0.986, -0.542)
C (5.371, -0.076, 1.705)
C (5.251, 1.464, 1.432)
C (5.566, 2.087, 2.809)
O (6.453, 1.191, 3.394)
C (6.188, -0.109, 3.032)
H (5.796, -0.659, 0.915)
H (4.386, -0.528, 1.864)
H (4.307, 1.763, 0.965)
H (6.065, 1.785, 0.778)
H (4.758, 2.246, 3.477)
H (6.121, 3.020, 2.816)
H (5.720, -0.639, 3.816)
H (7.142, -0.629, 2.927)

Summary:
E_LUMO: 0.208 eV
Frontier orbital gap: 9.23 eV
Multiplicity: 1

Mulliken atomic charge list, values in e, 99 entries: 1.856, 0.099, -0.469, 0.882, -0.683, -0.212, -0.287, -0.488, -1.024, 0.219, 0.234, 0.652, 1.252, -0.568, 1.290, -0.724, -0.600, -0.453, 0.435, -0.513, -0.138, -0.821, 1.086, 1.064, -0.547, 0.968, -0.513, -0.828, 0.050, 0.392, -1.067, -1.307, 0.625, -0.449, -0.174, -0.192, 1.161, -0.505, -0.601, -0.348, 0.342, 0.310, 0.236, 0.213, 0.367, 1.075, 0.361, 0.802, -0.399, -0.651, -0.533, -0.196, 0.184, -1.264, -0.363, 0.744, 1.170, -0.273, 1.044, -0.634, -0.548, -0.491, -0.325, 0.045, 0.500, -1.417, 0.090, 2.273, 0.994, 0.136, -0.777, -0.966, 0.507, -1.401, -0.422, -0.173, -1.282, 0.104, 0.549, 0.300, 1.205, -0.576, -0.488, -0.652, -0.374, 0.302, -0.305, -0.991, 0.284, 0.396, 0.376, 0.309, -0.862, -0.192, 0.155, -0.327, -0.610, 0.345, 0.356

=====

| no. | E (eV) |
| --- | --- |
| 1 | -107515.1647 |
| 2 | -215524.4383 |